1.
Below is a molecular structure, C3H8NO, with properties calculated with the ωB97M-V functional and the def2-TZVPD basis.

XYZ file:
```
13
C3H8NO the ωB97M-V functional and the def2-TZVPD basis
C -2.59 -0.27 0.33
C -0.94 0.39 -0.49
C 1.47 0.37 0.42
N 0.28 -0.36 -0.30
O 2.50 -0.45 0.25
H -3.30 0.59 0.34
H -2.57 -1.29 0.03
H -0.88 1.44 -0.26
H 1.36 1.35 -0.26
H 1.18 0.67 1.51
H -0.03 -1.17 0.24
H 0.46 -0.67 -1.31
H 3.07 -0.61 -0.49
```

Summary:
total charge = +1
calculated total energy = -6764.701 eV
E_HOMO (alpha / beta) = -14.25 / -14.44 eV
orbital gap (alpha / beta) = 9.05 / 9.67 eV
largest force on an atom = 6.87 eV/A

These are the natural (NBO) partial charges, in e, on atoms 1 to 5: -0.22 -0.05 0.13 -0.63 -0.71

=====

2.
Below is 3 unconnected molecules or ions with the total composition C21H49N3O9P2, with properties calculated with the ωB97M-V functional and the def2-TZVPD basis.

XYZ file:
```
84
C21H49N3O9P2 the ωB97M-V functional and the def2-TZVPD basis
C 0.26 1.98 -2.89
C 0.33 0.48 -3.50
C -0.89 -0.45 -3.00
C -1.75 -1.10 -4.18
N -2.75 -0.21 -4.81
C -3.83 0.27 -3.94
C -3.55 1.72 -3.27
C -4.06 2.99 -4.09
N -4.04 1.53 -1.86
C -4.11 0.10 -1.42
O -3.86 -0.38 -0.32
C -4.52 -0.61 -2.81
N -4.59 -2.08 -2.89
H 1.14 2.23 -2.22
H -0.68 2.14 -2.24
H 0.21 2.78 -3.71
H 0.37 0.46 -4.63
H 1.31 0.03 -3.11
H -1.49 0.10 -2.20
H -0.39 -1.34 -2.46
H -2.15 -2.10 -3.79
H -1.00 -1.38 -5.00
H -3.04 -0.49 -5.74
H -4.71 0.50 -4.65
H -2.42 1.80 -3.41
H -4.28 3.86 -3.38
H -4.95 2.77 -4.79
H -3.21 3.32 -4.78
H -5.01 1.90 -1.84
H -5.63 -0.30 -2.92
H -3.85 -2.43 -2.25
H -4.38 -2.45 -3.82
C -4.68 2.59 4.73
C -3.80 2.13 5.88
O -3.48 0.75 5.76
P -2.16 0.28 4.87
O -1.10 1.08 5.64
O -1.88 -1.18 5.61
C -0.63 -1.46 6.23
C -0.68 -1.13 7.71
O -3.23 -0.60 3.87
C -3.60 -0.07 2.60
C -2.49 0.68 1.90
H -4.11 2.61 3.80
H -5.06 3.60 4.91
H -5.52 1.91 4.59
H -2.90 2.75 5.95
H -4.35 2.25 6.82
H 0.18 -0.92 5.72
H -0.43 -2.52 6.10
H -1.07 -0.13 7.90
H 0.31 -1.21 8.16
H -1.35 -1.83 8.22
H -4.48 0.57 2.73
H -3.92 -0.91 1.98
H -2.17 1.56 2.47
H -2.82 1.02 0.92
H -1.62 0.03 1.77
C 7.61 -3.35 -0.47
C 6.16 -3.18 -0.04
O 5.87 -1.82 0.23
P 5.38 -0.81 -1.00
O 4.15 -1.62 -1.44
O 4.57 0.30 -0.08
C 3.19 0.57 -0.32
C 2.32 -0.27 0.60
O 6.76 0.15 -0.68
C 7.90 0.05 -1.52
C 7.57 -0.16 -2.98
H 7.76 -2.93 -1.47
H 7.87 -4.41 -0.52
H 8.28 -2.85 0.22
H 5.49 -3.60 -0.79
H 6.00 -3.73 0.89
H 2.93 0.42 -1.37
H 3.02 1.63 -0.10
H 2.59 -1.32 0.57
H 1.27 -0.17 0.33
H 2.44 0.06 1.64
H 8.55 -0.75 -1.14
H 8.45 0.98 -1.41
H 7.04 -1.11 -3.14
H 8.48 -0.18 -3.58
H 6.92 0.64 -3.35
```

Summary:
total charge = 0
calculated total energy = -64043.354 eV
E_HOMO = -8.78 eV
orbital gap = 7.54 eV
largest force on an atom = 9.01 eV/A
SMILES = CCCCN[C@@H]1[C@@H](C)NC(=O)[C@@H]1N.CCOP(=O)(OCC)OCC.CCOP(=O)(OCC)OCC

These are the Löwdin partial charges, in e, on atoms 1 to 5: -0.12 -0.21 -0.18 -0.23 -0.03

=====

3.
Below is 2 unconnected molecules or ions with the total composition C3H16N7, with properties calculated with the ωB97M-V functional and the def2-TZVPD basis.

XYZ file:
```
26
C3H16N7 the ωB97M-V functional and the def2-TZVPD basis
C -1.34 -1.60 -0.23
C 3.10 0.68 0.46
C -1.35 1.10 -0.34
N -1.50 -2.47 0.88
N -0.25 -1.77 -1.11
N 1.84 0.60 0.34
N 3.96 -0.33 0.40
N -0.38 2.26 -0.20
N -2.68 1.57 -0.11
N -1.06 -0.08 0.49
H -2.27 -1.21 -0.66
H 3.56 1.61 0.51
H -1.12 0.64 -1.31
H -2.03 -2.19 1.65
H -0.65 -3.03 1.18
H 0.44 -2.39 -0.74
H -0.55 -2.03 -2.06
H 1.61 -0.39 0.24
H 1.09 1.34 0.13
H 4.94 -0.11 0.41
H 3.71 -1.25 -0.01
H -0.87 2.94 0.44
H -0.29 2.76 -1.08
H -2.96 2.40 -0.49
H -3.45 0.85 -0.22
H -1.49 0.11 1.41
```

Summary:
total charge = +1
calculated total energy = -13789.176 eV
E_HOMO (alpha / beta) = -6.25 / -11.74 eV
orbital gap (alpha / beta) = 3.38 / 4.46 eV
largest force on an atom = 7.45 eV/A
multiplicity = 3

These are the natural (NBO) partial charges, in e, on atoms 1 to 5: 0.31 0.04 0.18 -0.79 -0.83

=====

Question: total charge of number 3 (C3H16N7)?
Answer: +1

=====

Question: What is the formula in the second record?
Answer: C21H49N3O9P2

=====

Please write out number 3 again, unchanged.
Below is 2 unconnected molecules or ions with the total composition C3H16N7, with properties calculated with the ωB97M-V functional and the def2-TZVPD basis.

XYZ file:
```
26
C3H16N7 the ωB97M-V functional and the def2-TZVPD basis
C -1.34 -1.60 -0.23
C 3.10 0.68 0.46
C -1.35 1.10 -0.34
N -1.50 -2.47 0.88
N -0.25 -1.77 -1.11
N 1.84 0.60 0.34
N 3.96 -0.33 0.40
N -0.38 2.26 -0.20
N -2.68 1.57 -0.11
N -1.06 -0.08 0.49
H -2.27 -1.21 -0.66
H 3.56 1.61 0.51
H -1.12 0.64 -1.31
H -2.03 -2.19 1.65
H -0.65 -3.03 1.18
H 0.44 -2.39 -0.74
H -0.55 -2.03 -2.06
H 1.61 -0.39 0.24
H 1.09 1.34 0.13
H 4.94 -0.11 0.41
H 3.71 -1.25 -0.01
H -0.87 2.94 0.44
H -0.29 2.76 -1.08
H -2.96 2.40 -0.49
H -3.45 0.85 -0.22
H -1.49 0.11 1.41
```

Summary:
total charge = +1
calculated total energy = -13789.176 eV
E_HOMO (alpha / beta) = -6.25 / -11.74 eV
orbital gap (alpha / beta) = 3.38 / 4.46 eV
largest force on an atom = 7.45 eV/A
multiplicity = 3

These are the natural (NBO) partial charges, in e, on atoms 1 to 5: 0.31 0.04 0.18 -0.79 -0.83

=====

Question: Look up the calculated total energy of the first one.
Answer: -6764.701 eV